Entry 1:
A structure of composition C6H7CoLiO7 in a non-equilibrium geometry, computed with ωB97M-V with the def2-TZVPD basis set.

XYZ file:
```
22
Properties=species:S:1:pos:R:3:forces:R:3
Co 0.4658 1.5210 -1.4474 -1.0 -0.6 1.3
O 2.2364 0.2667 1.6673 0.2 1.0 -1.5
O -1.1664 -2.7458 1.3042 0.8 0.1 -0.9
O 0.9005 1.6986 0.5378 -2.4 2.9 -0.9
O -1.3755 1.5486 -0.7657 -0.5 -0.4 -4.0
O 0.8904 -2.0082 0.7796 1.1 0.5 -0.1
O -0.5697 -2.3243 -0.8310 0.1 -0.2 -1.2
O 1.4697 -0.1104 -0.4469 -0.3 1.4 -1.6
C -0.3531 -2.4534 0.4862 -1.7 0.3 1.6
C 1.5330 -1.5314 -0.3737 0.8 -2.0 0.5
C 0.7012 -2.1696 -1.4829 0.0 0.3 -0.1
C -0.6978 1.8369 1.2016 0.9 1.7 3.7
C -1.6549 2.4981 0.2522 2.2 -1.5 0.2
C 1.7131 0.6690 0.6811 -1.0 -3.2 3.5
Li -2.8211 0.4885 -1.3373 -0.1 0.0 0.0
H -0.4507 2.4832 2.0478 0.4 -0.3 -0.1
H 0.5865 -1.5405 -2.3695 0.0 -0.1 0.1
H -1.3976 3.5334 -0.0051 -0.2 -0.3 0.0
H 2.5936 -1.7913 -0.3254 -0.3 -0.1 -0.1
H 1.0950 -3.1425 -1.7925 0.0 0.2 0.2
H -2.6881 2.4050 0.6155 0.3 0.2 0.2
H -1.0100 0.8683 1.6040 0.5 -0.1 -0.7
```
Forces are in eV/Å.

* HOMO-LUMO gap (alpha / beta): 8.14 / 7.56 eV
* net charge: +2
* HOMO (alpha / beta): -0.6543 / -0.6543 hartree
* maximum force: 4.8 eV/A
* LUMO energy (alpha / beta): -9.67 / -10.24 eV
* 2S+1: 4
* expectation value of S²: 3.756
* energy: -2149.123989 a.u.

These are the Löwdin partial charges, in e, on atoms 1 to 4: atom 1 (Co): 1.2123, atom 2 (O): 0.2926, atom 3 (O): 0.2257, atom 4 (O): -0.0440


Entry 2:
A cluster of 2 separate species, C3ClF2O2 in total in a non-equilibrium geometry, computed with ωB97M-V with the def2-TZVPD basis set.

XYZ file:
```
8
Properties=species:S:1:pos:R:3:forces:R:3
Cl 1.9261 -0.0773 -0.4629 0.5 -1.3 -0.7
F -0.6188 1.5898 -1.2218 -0.6 -1.0 1.0
F 2.0967 -2.4668 0.1022 -0.2 0.0 -0.1
O -1.6511 -0.9885 1.0604 -0.3 -0.9 0.2
O -0.9710 1.3108 1.1822 -0.6 -0.7 0.2
C -1.0961 -0.0259 0.6581 -1.2 1.4 0.4
C 1.7856 -1.7160 -0.9852 0.6 0.8 0.4
C -0.3196 0.8449 -0.0464 1.8 1.8 -1.4
```
Forces are in eV/Å.

* ΔE to the lowest compared entry with this formula, charge and spin: 127.0 kcal/mol
* HOMO-LUMO gap (alpha / beta): 6.63 / 6.02 eV
* net charge: -1
* HOMO (alpha / beta): -0.1025 / -0.0877 hartree
* maximum force: 2.9 eV/A
* LUMO energy (alpha / beta): 3.84 / 3.64 eV
* energy: -924.551574 a.u.

These are the Löwdin partial charges, in e, on atoms 1 to 4: atom 1 (Cl): 0.6352, atom 2 (F): -0.0805, atom 3 (F): -0.2066, atom 4 (O): 0.0902


Entry 3:
A cluster of 2 separate species, CH2S3 in total in a non-equilibrium geometry, computed with ωB97M-V with the def2-TZVPD basis set.

XYZ file:
```
6
Properties=species:S:1:pos:R:3:forces:R:3
S -1.5202 -2.7289 -1.1225 -0.7 1.1 -0.6
S 0.4165 -0.1711 -0.4457 -0.5 2.0 3.8
S -2.7162 -0.1502 -2.4967 1.1 -1.4 1.1
C -2.0266 -1.3665 -1.7393 -1.1 -0.2 -0.8
H 0.4986 -1.4218 -0.0614 0.2 -0.6 0.2
H 0.7599 -0.4178 -1.6004 1.1 -0.8 -3.6
```
Forces are in eV/Å.

* ΔE to the lowest compared entry with this formula, charge and spin: 13.3 kcal/mol
* HOMO-LUMO gap: 9.04 eV
* net charge: 0
* HOMO: -0.3467 hartree
* maximum force: 4.3 eV/A
* LUMO energy: -0.39 eV
* energy: -1233.831263 a.u.

These are the Löwdin partial charges, in e, on atoms 1 to 4: atom 1 (S): 0.6801, atom 2 (S): 0.5441, atom 3 (S): 0.6901, atom 4 (C): -1.4052


Entry 4:
The ion C5H8N with charge +1 in a non-equilibrium geometry, computed with ωB97M-V with the def2-TZVPD basis set.

XYZ file:
```
14
Properties=species:S:1:pos:R:3:forces:R:3
N -1.8805 -0.6589 -0.0234 2.9 2.8 0.6
C -0.2969 1.0843 0.1811 -2.0 0.5 -0.8
C 0.3852 -0.1950 -0.1194 -0.2 3.6 0.2
C -1.7392 0.5924 0.1337 0.2 -1.8 0.0
C -0.5265 -1.1853 -0.3721 -2.7 -7.4 -2.8
C 1.7752 -0.1954 0.0372 1.0 -1.8 2.6
H -2.5040 1.2173 0.3299 -2.9 2.2 0.3
H -0.3391 -2.2046 0.1197 -0.3 1.4 -0.3
H -0.2319 1.5431 1.1597 0.7 -0.1 0.7
H 2.0510 0.7655 -0.2256 1.5 1.8 -0.7
H 2.3316 -0.9875 -0.4033 0.5 -0.4 -0.5
H -0.7007 -1.5059 -1.4772 0.7 0.4 1.2
H -0.2154 2.0016 -0.5028 0.0 -1.3 0.3
H 1.8911 -0.2714 1.1623 0.6 0.0 -0.8
```
Forces are in eV/Å.

* ΔE to the lowest compared entry with this formula, charge and spin: 58.5 kcal/mol
* HOMO-LUMO gap (alpha / beta): 7.57 / 7.57 eV
* net charge: +1
* HOMO (alpha / beta): -0.4521 / -0.6224 hartree
* maximum force: 8.3 eV/A
* LUMO energy (alpha / beta): -4.73 / -9.36 eV
* 2S+1: 3
* expectation value of S²: 2.012
* energy: -249.602770 a.u.

These are the Löwdin partial charges, in e, on atoms 1 to 4: atom 1 (N): 0.3236, atom 2 (C): -0.0397, atom 3 (C): -0.3173, atom 4 (C): 0.0253


Entry 5:
A structure of composition C43H38Cl3F3N2O3S2SbSeSiTi, computed with ωB97M-V with the def2-TZVPD basis set.

XYZ file:
```
98
Properties=species:S:1:pos:R:3:forces:R:3
Sb -2.7456 1.6365 -1.6830 0.1 -0.1 0.0
Se -0.2465 -3.0332 1.9318 -0.1 0.0 0.0
Ti 0.0154 -0.5205 0.8180 0.1 0.2 -0.2
Cl -5.0265 -0.8728 0.1020 0.0 0.0 -0.1
Cl -4.5566 1.4243 1.8358 0.0 0.0 0.0
Cl -0.5277 5.4113 5.2381 0.0 0.0 0.0
S -0.3883 -0.8387 -1.5399 0.0 0.0 0.0
S 1.7827 0.9809 -0.2273 0.0 0.0 0.1
Si -2.0780 -4.1414 1.3104 0.0 0.0 -0.1
F -5.2178 -2.1051 -6.0901 0.0 0.0 0.0
F 2.1878 4.0210 -4.7156 0.0 0.0 0.0
F -6.6702 6.4036 -3.0226 0.0 0.0 0.0
O -2.1204 -0.8612 0.6137 0.1 0.0 0.2
O -2.2676 -0.4900 2.8271 -0.1 0.0 0.0
O -0.7243 1.1578 1.2286 0.0 0.0 0.0
N 1.2461 -0.1430 2.5109 0.0 0.1 0.1
N 1.9074 -1.7603 0.5425 0.0 -0.1 -0.1
C -0.1353 3.1264 -2.0924 0.0 0.0 0.0
C 2.3335 -0.9499 2.7247 0.1 0.0 0.0
C -5.8043 5.3866 -2.7582 0.0 0.0 0.0
C 3.3751 -3.2909 -0.5450 0.1 0.0 0.1
C -4.6751 -1.2797 -5.1533 0.0 0.0 0.0
C -1.4170 3.2784 1.9624 0.0 0.0 0.0
C -0.6532 2.1269 2.1145 0.0 -0.1 0.0
C -3.5756 0.4046 -3.2507 0.0 0.0 0.0
C -3.5068 -0.9816 -3.1060 0.0 0.0 0.0
C 3.1994 0.9427 -2.5692 0.0 0.0 0.0
C 4.2682 -1.8111 3.9251 0.1 0.0 0.1
C -0.9067 2.2302 -4.1756 0.0 0.0 0.0
C -0.5712 4.1377 4.0224 0.0 0.0 0.0
C 1.0576 0.8749 3.3932 0.0 0.0 0.0
C 0.9671 3.6854 -2.7258 0.0 0.0 0.0
C -4.5442 5.4257 -3.3148 0.0 0.0 0.0
C 2.2092 -2.5094 -0.4939 0.0 0.0 0.0
C -2.4877 -3.9985 -0.5211 0.0 0.0 0.0
C -3.6597 -3.7249 2.2682 0.0 0.0 0.0
C 4.6784 -2.5627 2.8596 0.0 0.0 0.0
C 1.1047 3.4925 -4.0828 0.0 0.0 0.0
C 0.2011 1.9813 3.2406 0.0 0.0 0.0
C -1.7387 -5.9700 1.6576 0.0 0.0 0.0
C -4.2252 0.9191 -4.3694 0.0 0.0 -0.1
C -4.0389 3.3119 -2.2245 0.0 0.1 0.0
C -3.6675 4.3803 -3.0394 0.0 0.0 0.0
C 1.9466 0.4630 -1.8829 0.0 0.0 0.0
C 1.0038 -0.7635 -3.8997 0.0 0.0 0.0
C -6.2184 4.3580 -1.9383 0.0 0.0 0.0
C 4.2153 -3.3137 0.5345 -0.1 0.0 -0.1
C 2.7240 -1.7747 1.6237 0.1 0.1 0.1
C -5.3218 3.3296 -1.6739 0.0 0.0 0.0
C -2.7250 -0.5878 1.7007 -0.1 0.0 -0.1
C 1.0055 -0.2973 -2.4683 0.0 0.0 0.0
C 3.8974 -2.5537 1.6797 -0.1 -0.1 -0.1
C 0.2092 3.0199 4.1993 0.0 0.0 0.0
C 3.1238 -1.0074 3.8736 -0.1 0.0 0.0
C -4.2536 -0.3210 1.6047 0.0 0.0 0.0
C -1.0902 2.4058 -2.8073 0.0 0.1 0.0
C -4.7766 0.0823 -5.3362 0.0 0.0 0.0
C -4.0533 -1.8356 -4.0549 0.0 0.0 0.0
C 0.1962 2.7692 -4.8274 0.0 0.0 0.0
C -1.3867 4.2972 2.9101 0.0 0.0 0.0
H -2.0604 3.3524 1.0938 0.0 0.0 0.0
H -2.6748 4.4039 -3.4753 0.0 0.0 0.0
H -5.2792 0.4734 -6.2116 0.0 0.0 0.0
H 0.3616 2.6267 -5.8879 0.0 0.0 0.0
H 3.2178 0.7044 -3.6325 0.0 0.0 0.0
H -1.9901 5.1869 2.7946 0.0 0.0 0.0
H -1.6268 -4.2556 -1.1413 0.0 0.0 0.0
H 1.7043 0.9168 4.2593 0.0 0.0 0.0
H -4.3134 1.9917 -4.5010 0.0 0.0 0.0
H -1.6220 1.6491 -4.7469 0.0 0.0 0.0
H -5.6346 2.5227 -1.0173 0.0 0.0 0.0
H 3.5775 -3.8756 -1.4328 0.0 0.0 0.0
H -7.2145 4.3724 -1.5151 0.0 0.0 0.0
H 1.7246 4.2221 -2.1702 0.0 0.0 0.0
H 3.3042 2.0246 -2.4581 0.0 0.0 0.0
H 1.4929 -2.5222 -1.3016 0.0 0.0 0.0
H -4.2614 6.2583 -3.9461 0.0 0.0 0.0
H -2.5963 -6.5888 1.3719 0.0 0.0 0.0
H 4.8435 -1.8287 4.8445 0.0 0.0 0.0
H -3.9995 -2.9109 -3.9429 0.0 0.0 0.0
H 0.0029 -0.6455 -4.3246 0.0 0.0 0.0
H -3.0103 -1.4053 -2.2439 0.0 0.0 0.0
H -4.2992 -3.0551 1.6902 0.0 0.0 0.0
H -3.4193 -3.2431 3.2176 0.0 0.0 0.0
H 5.1136 -3.9217 0.5356 0.0 0.0 0.0
H 5.5718 -3.1739 2.9059 0.0 0.0 0.0
H 1.2555 -1.8276 -3.9736 0.0 0.0 0.0
H -4.2355 -4.6344 2.4674 0.0 0.0 0.0
H -1.5367 -6.1280 2.7199 0.0 0.0 0.0
H -2.7738 -2.9720 -0.7505 0.0 0.0 0.0
H 1.6980 -0.2007 -4.5235 0.0 0.0 0.0
H -0.8626 -6.3048 1.0979 0.0 0.0 0.0
H 0.8464 2.9348 5.0710 0.0 0.0 0.0
H -4.7506 -0.8221 2.4264 0.0 0.0 0.0
H -0.2172 3.2247 -1.0152 0.0 0.0 0.0
H 4.0756 0.4884 -2.0984 0.0 0.0 0.0
H -3.3221 -4.6625 -0.7768 0.0 0.0 0.0
H 2.8544 -0.4506 4.7577 0.0 0.0 0.0
```
Forces are in eV/Å.

* ΔE to the lowest compared entry with this formula, charge and spin: 8.8 kcal/mol
* HOMO-LUMO gap (alpha / beta): 4.65 / 6.08 eV
* net charge: -2
* HOMO (alpha / beta): -0.0226 / -0.0750 hartree
* maximum force: 0.3 eV/A
* LUMO energy (alpha / beta): 4.03 / 4.03 eV
* 2S+1: 2
* expectation value of S²: 0.790
* energy: -8254.123947 a.u.

These are the Löwdin partial charges, in e, on atoms 1 to 4: atom 1 (Sb): 1.5349, atom 2 (Se): 0.4882, atom 3 (Ti): 0.5866, atom 4 (Cl): 0.5940


Entry 6:
An isolated molecule of C4H8OSSi in a non-equilibrium geometry, computed with ωB97M-V with the def2-TZVPD basis set.

XYZ file:
```
15
Properties=species:S:1:pos:R:3:forces:R:3
S -2.4446 0.3603 0.7593 0.0 -1.9 -0.4
Si -0.6365 0.3679 -0.4869 0.7 1.4 0.2
O -3.0986 -1.2892 0.5817 -1.1 1.6 0.3
C 0.2701 2.0538 1.7406 0.4 -1.9 -1.0
C 0.4036 1.6204 0.4899 -0.8 1.3 -0.8
C 0.3112 -2.3032 -0.6703 2.3 0.4 0.6
C 0.6154 -0.9838 -0.7513 -1.3 -2.2 -0.4
H -0.6348 -2.5643 -0.2799 -1.0 -0.5 0.1
H -0.8809 1.0614 -1.8153 -0.1 -0.5 0.5
H 1.0131 2.2305 -0.1593 0.7 -0.1 -0.3
H -4.0909 -1.1797 0.7135 1.8 -0.1 -0.3
H 1.0707 -3.1604 -0.7271 -1.1 1.5 -0.3
H 1.5807 -0.6797 -1.1280 0.3 0.2 0.1
H 0.9406 2.6251 2.3169 0.6 1.3 0.1
H -0.3634 1.4343 2.2791 -1.4 -0.6 1.6
```
Forces are in eV/Å.

* ΔE to the lowest compared entry with this formula, charge and spin: 70.1 kcal/mol
* HOMO-LUMO gap: 9.05 eV
* net charge: 0
* HOMO: -0.3335 hartree
* maximum force: 2.6 eV/A
* SMILES: C=C[SiH](C=C)SO
* LUMO energy: -0.02 eV
* energy: -920.038563 a.u.

These are the Löwdin partial charges, in e, on atoms 1 to 4: atom 1 (S): 0.6290, atom 2 (Si): 0.3991, atom 3 (O): -0.5542, atom 4 (C): -0.0675


The highest maximum force belongs to which entry?
C5H8N